Entry 1:
Here is an isolated molecule of C7H9NO2 from the OMol25 dataset. Energies are from ωB97M-V with the def2-TZVPD basis set.

Geometry (Å):
C (-1.37929, 0.12580, 1.20211)
C (0.01527, 0.39715, 1.32192)
C (0.18127, -0.04284, -0.99076)
C (-2.10053, -0.25328, 0.03145)
C (0.98145, 0.40656, 0.27907)
C (-1.85618, -0.68066, -2.30644)
C (3.04358, 0.60499, 1.40756)
N (-1.19700, -0.40585, -0.97117)
O (0.73301, -0.27040, -2.06956)
O (2.32590, 0.51342, 0.22596)
H (-1.99191, 0.22678, 2.03712)
H (0.39972, 0.38290, 2.35719)
H (-3.11856, -0.48071, -0.08010)
H (-1.94436, -1.78702, -2.15148)
H (-2.76261, 0.03028, -2.21060)
H (-1.09243, -0.32914, -3.09559)
H (2.99486, 1.54385, 1.97316)
H (4.07731, 0.31250, 1.10295)
H (2.69049, -0.29433, 1.93721)

Highest occupied orbital energy ... -7.6118 eV
ΔE to the lowest compared entry with this formula, charge and spin ... 79.1 kcal per mole
F_max ... 0.140 Eh/bohr
Orbital gap ... 8.3 eV
SMILES ... COc1cccn(C)c1=O
E_tot ... -477.26590 hartree

***

Entry 2:
Here is a cluster of 8 separate species, C3H24NO7 in total from the OMol25 dataset. Energies are from ωB97M-V with the def2-TZVPD basis set.

Geometry (Å):
C (-1.93023, 2.22790, -2.11862)
C (-1.05522, 1.03364, -2.47936)
N (-0.38874, 0.47457, -1.23919)
C (0.49389, 1.50405, -0.62897)
H (-1.46529, 3.12610, -1.69694)
H (-2.40321, 2.75007, -2.96193)
H (-2.68695, 1.85067, -1.41018)
H (-1.55525, 0.17914, -2.92175)
H (-0.20323, 1.23523, -3.14354)
H (0.15241, -0.33911, -1.55469)
H (-1.05654, 0.11335, -0.53662)
H (1.20338, 1.95204, -1.33806)
H (1.04494, 0.98555, 0.15183)
H (-0.00100, 2.41475, -0.30757)
H (4.15331, -0.23492, -0.21699)
H (4.29032, 0.75553, 1.00494)
O (3.68814, 0.19915, 0.51725)
H (2.22882, -3.06179, 0.18652)
H (2.16129, -1.64569, 0.77836)
O (1.61404, -2.40893, 0.56013)
H (-0.09186, -2.85138, -2.21461)
H (0.88013, -2.51703, -1.11586)
O (0.41752, -2.08380, -1.87192)
H (-1.15580, -0.20020, 2.06888)
H (-1.60522, -1.59111, 1.40884)
O (-1.62593, -0.62912, 1.30765)
H (-2.89843, -1.42248, -0.06106)
H (-4.02902, -0.97050, -1.10978)
O (-3.11447, -0.87078, -0.82600)
H (2.44990, -0.54438, 4.37715)
H (1.61392, -1.32732, 3.16435)
O (1.62860, -0.71548, 3.90936)
H (-0.61886, 1.60343, 3.43729)
H (0.40209, 0.37074, 3.49648)
O (-0.53746, 0.63811, 3.38459)

Highest occupied orbital energy ... -14.0835 eV
ΔE to the lowest compared entry with this formula, charge and spin ... 10.3 kcal per mole
F_max ... 0.036 Eh/bohr
Orbital gap ... 11.4 eV
E_tot ... -709.91212 hartree
Charge ... +1

***

Entry 3:
Here is a cluster of 2 separate species, C5H12NO in total from the OMol25 dataset. Energies are from ωB97M-V with the def2-TZVPD basis set.

Geometry (Å):
C (1.97920, 1.37509, -0.68182)
C (1.95817, -0.02720, -0.11678)
C (1.04305, -0.92241, -0.46815)
C (0.88788, -2.25230, 0.19793)
H (1.25491, 1.44620, -1.49249)
H (1.70297, 2.06913, 0.11546)
H (2.96111, 1.66683, -1.06682)
H (2.71380, -0.24707, 0.63428)
H (0.30816, -0.66196, -1.21735)
H (1.67647, -2.40541, 0.94154)
H (-0.07184, -2.23207, 0.71800)
H (0.92098, -3.08553, -0.50954)
N (-3.04488, 1.17903, -0.20630)
C (-2.01280, 0.69757, 0.79136)
O (-1.47944, -0.47343, 0.45764)
H (-3.01048, 0.47683, -0.93776)
H (-3.97644, 1.16981, 0.19156)
H (-1.25447, 1.51602, 0.87070)
H (-2.55634, 0.71090, 1.77853)

Highest occupied orbital energy ... -2.5051 eV
ΔE to the lowest compared entry with this formula, charge and spin ... 18.6 kcal per mole
F_max ... 0.013 Eh/bohr
Orbital gap ... 6.7 eV
E_tot ... -327.66646 hartree
Charge ... -1

***

Entry 4:
Here is a cluster of 15 separate species, H30O15 in total from the OMol25 dataset. Energies are from ωB97M-V with the def2-TZVPD basis set.

Geometry (Å):
O (0.00225, -2.85352, 0.08869)
H (0.80112, -3.33033, -0.16199)
H (-0.59462, -3.08775, -0.62251)
O (-2.06895, 2.41414, -0.46239)
H (-1.78568, 1.47292, -0.43075)
H (-2.73910, 2.54563, 0.23980)
O (-0.02429, -0.04223, -0.28655)
H (0.07315, -0.95998, -0.53475)
H (-0.50894, 0.06770, 0.49051)
O (-0.27765, 1.34646, -3.09377)
H (-0.01403, 1.83968, -2.33509)
H (-0.89206, 0.72143, -2.70103)
O (0.73502, -2.35498, -3.17520)
H (1.32277, -1.63286, -3.30287)
H (1.22080, -2.83313, -2.49644)
O (-0.90280, -2.66487, 2.66718)
H (-0.42020, -2.57867, 1.88196)
H (-0.58995, -1.95004, 3.21984)
O (-2.30750, -0.28308, -2.08960)
H (-3.09736, 0.07408, -1.70525)
H (-2.46685, -1.16783, -1.83047)
O (2.94571, -1.61814, -0.47518)
H (3.05947, -1.34227, -1.37428)
H (3.01240, -2.54937, -0.50985)
O (2.44491, -0.02374, -2.85202)
H (1.48944, 0.13245, -2.88551)
H (2.69573, 0.83216, -3.05983)
O (-1.53629, 0.24406, 1.84796)
H (-1.98673, -0.58676, 1.50382)
H (-0.99789, -0.03326, 2.60138)
O (1.48425, 1.98289, 2.34148)
H (1.37836, 1.10591, 1.98409)
H (1.15622, 1.92097, 3.26989)
O (-0.85386, 3.25329, 1.94676)
H (-0.00562, 2.85780, 2.07239)
H (-1.00573, 2.76957, 1.14488)
O (-3.60189, 1.89463, 1.72729)
H (-3.74866, 2.66643, 2.23279)
H (-2.69962, 1.48858, 1.94915)
O (1.84726, -0.78773, 1.91148)
H (1.95278, -0.97473, 0.98736)
H (1.70871, -1.55513, 2.41950)
O (1.91991, 1.55041, -0.64117)
H (1.18258, 0.92762, -0.56115)
H (2.69341, 1.10159, -0.94056)

Highest occupied orbital energy ... -10.2449 eV
ΔE to the lowest compared entry with this formula, charge and spin ... 52.6 kcal per mole
F_max ... 0.061 Eh/bohr
Orbital gap ... 9.3 eV
E_tot ... -1146.55620 hartree

***

What did the third record say?
Here is a cluster of 2 separate species, C5H12NO in total from the OMol25 dataset. Energies are from ωB97M-V with the def2-TZVPD basis set.

Geometry (Å):
C (1.97920, 1.37509, -0.68182)
C (1.95817, -0.02720, -0.11678)
C (1.04305, -0.92241, -0.46815)
C (0.88788, -2.25230, 0.19793)
H (1.25491, 1.44620, -1.49249)
H (1.70297, 2.06913, 0.11546)
H (2.96111, 1.66683, -1.06682)
H (2.71380, -0.24707, 0.63428)
H (0.30816, -0.66196, -1.21735)
H (1.67647, -2.40541, 0.94154)
H (-0.07184, -2.23207, 0.71800)
H (0.92098, -3.08553, -0.50954)
N (-3.04488, 1.17903, -0.20630)
C (-2.01280, 0.69757, 0.79136)
O (-1.47944, -0.47343, 0.45764)
H (-3.01048, 0.47683, -0.93776)
H (-3.97644, 1.16981, 0.19156)
H (-1.25447, 1.51602, 0.87070)
H (-2.55634, 0.71090, 1.77853)

Highest occupied orbital energy ... -2.5051 eV
ΔE to the lowest compared entry with this formula, charge and spin ... 18.6 kcal per mole
F_max ... 0.013 Eh/bohr
Orbital gap ... 6.7 eV
E_tot ... -327.66646 hartree
Charge ... -1

***

> Look up the orbital gap of the first one.

8.3 eV

***

> Which value of F_max does entry 2 give?

0.036 Eh/bohr